Record 1
{"formula": "C22H38Cl2HfNO3P", "method": "the ωB97M-V functional and the def2-TZVPD basis", "elements": ["C", "C", "C", "H", "C", "H", "C", "Cl", "C", "H", "P", "O", "H", "Hf", "H", "H", "H", "C", "H", "H", "H", "N", "H", "H", "C", "H", "H", "Cl", "H", "C", "C", "H", "H", "C", "C", "H", "C", "H", "C", "H", "H", "C", "C", "O", "C", "H", "H", "H", "H", "H", "H", "H", "O", "H", "H", "H", "C", "C", "C", "H", "H", "H", "C", "H", "H", "C", "H", "H"], "coordinates": [[-3.982, -1.130, 0.308], [0.794, 1.387, -1.866], [-4.591, -3.816, 0.875], [4.955, 0.785, -1.128], [3.819, 1.864, 1.324], [4.682, 1.453, 0.808], [-5.579, -2.971, 0.308], [-1.498, 1.351, 3.558], [-3.733, 0.220, 0.023], [4.950, -0.701, -2.054], [1.902, 0.870, -0.430], [-2.620, 0.805, 0.348], [2.822, -1.535, 0.919], [-0.879, 0.137, 1.263], [-0.800, 2.806, -2.153], [4.026, 2.834, -1.327], [-2.525, -3.961, 1.543], [-5.273, -1.682, 0.031], [4.308, -0.571, 0.932], [4.029, 0.677, -2.627], [-3.722, -5.653, 2.657], [0.899, 0.233, 0.683], [2.577, 3.844, -1.247], [3.884, 4.085, -0.105], [4.326, 0.135, -1.731], [0.212, -0.466, -2.886], [4.168, 2.727, 1.892], [0.185, -0.973, 3.888], [0.425, 1.136, 4.928], [-3.307, -3.334, 1.143], [1.703, 3.107, 1.249], [1.319, 2.459, 2.039], [-5.609, 1.220, -0.128], [-4.701, 1.080, -0.718], [2.416, -1.480, -1.800], [-6.558, -3.380, 0.106], [-0.407, 0.482, 4.693], [-0.517, -0.281, -1.292], [1.549, 1.760, -3.147], [3.097, -2.321, -1.935], [0.827, 2.107, -3.889], [-0.205, 0.255, -2.192], [3.325, 3.323, -0.652], [-1.742, -1.623, 1.092], [3.139, -0.428, -0.942], [3.446, 1.126, 2.037], [2.066, 0.908, -3.582], [-0.543, 2.412, -0.458], [-0.994, 0.216, 5.564], [0.566, 3.503, -1.294], [2.238, 3.923, 1.738], [4.217, -2.029, -0.037], [-4.980, -5.048, 1.113], [1.517, -1.862, -1.314], [-6.037, -1.049, -0.398], [-4.259, 2.053, -0.912], [-4.058, -5.994, 1.678], [-0.030, 2.601, -1.409], [3.647, -1.166, 0.309], [0.877, 3.553, 0.702], [2.165, -1.114, -2.792], [-1.096, 0.675, -2.661], [-2.999, -2.021, 0.856], [2.267, 2.564, -2.993], [-4.988, 0.616, -1.662], [2.714, 2.353, 0.367], [-4.616, -6.917, 1.779], [-3.211, -6.142, 1.009]], "forces_ev_per_angstrom": [[0.0, -0.1, 0.0], [-0.1, 0.0, 0.0], [0.0, -0.1, 0.1], [0.0, 0.0, 0.0], [-0.1, 0.1, 0.0], [0.0, 0.0, 0.0], [0.0, 0.1, 0.0], [-0.2, 0.4, 0.1], [0.3, 0.1, -0.2], [0.0, 0.0, 0.0], [-0.1, -0.2, 0.1], [0.4, 0.0, 0.1], [0.0, 0.0, 0.0], [-0.8, -0.4, 0.9], [0.0, 0.0, 0.0], [0.0, 0.0, 0.0], [0.0, 0.0, 0.0], [0.0, 0.0, 0.0], [0.0, 0.0, -0.1], [0.0, 0.0, 0.0], [0.0, 0.0, 0.0], [0.4, 0.4, -0.7], [0.0, 0.0, 0.0], [0.0, 0.0, 0.0], [0.0, 0.0, 0.0], [0.0, -0.1, 0.1], [0.0, 0.0, 0.0], [-0.1, 0.1, -0.2], [0.0, 0.1, 0.0], [0.0, 0.0, -0.1], [0.1, 0.1, 0.0], [0.0, 0.0, 0.0], [0.0, 0.0, 0.0], [-0.1, 0.0, 0.2], [0.0, 0.0, 0.0], [0.0, 0.0, 0.0], [0.2, -0.2, 0.0], [-0.1, -0.2, -0.1], [0.0, 0.0, 0.0], [0.0, 0.0, 0.0], [0.0, 0.0, 0.0], [0.1, 0.2, 0.0], [0.1, 0.0, 0.0], [0.1, -0.1, -0.1], [-0.1, 0.0, 0.0], [0.0, 0.0, 0.0], [0.0, 0.0, 0.0], [-0.1, 0.1, -0.1], [0.0, 0.0, 0.0], [0.0, 0.0, 0.0], [0.0, 0.0, 0.0], [0.0, 0.0, 0.0], [0.0, 0.0, 0.0], [0.0, 0.0, 0.0], [0.0, 0.0, 0.0], [0.0, 0.0, 0.0], [0.0, 0.0, 0.0], [0.0, -0.1, 0.0], [0.0, 0.0, 0.0], [0.0, 0.0, 0.1], [0.0, 0.0, 0.0], [0.0, 0.1, 0.0], [0.0, 0.0, 0.1], [0.0, 0.0, 0.0], [0.0, 0.0, 0.0], [0.0, 0.0, 0.1], [0.0, 0.0, 0.0], [0.0, 0.0, 0.0]], "gap_ev": 7.7, "molar_mass_g_mol": 644.92, "homo_ev": -14.42, "de_lowest_kj_mol": 40.5, "spin_multiplicity": 1, "total_charge": 2}

Record 2
{"formula": "C22H38F9N3O12PS", "method": "the ωB97M-V functional and the def2-TZVPD basis", "elements": ["N", "C", "H", "O", "H", "O", "F", "H", "H", "F", "H", "C", "H", "H", "C", "S", "H", "H", "H", "H", "H", "F", "H", "P", "F", "F", "C", "C", "H", "H", "H", "F", "C", "O", "C", "O", "H", "H", "O", "C", "O", "C", "H", "C", "F", "C", "H", "H", "C", "H", "H", "C", "N", "C", "C", "H", "C", "O", "H", "H", "H", "H", "H", "O", "C", "H", "H", "H", "O", "C", "H", "H", "F", "C", "H", "C", "O", "H", "C", "H", "C", "F", "H", "N", "O", "O"], "coordinates": [[1.596, -5.308, -0.011], [2.096, -0.524, -0.887], [-1.489, 3.362, -4.651], [-3.988, 3.855, -3.707], [4.652, 5.306, 1.891], [3.772, 1.871, 3.809], [-2.505, 2.283, 0.308], [1.817, -1.059, -3.079], [-4.612, 3.900, -1.773], [-3.410, 0.537, 1.244], [-1.555, -7.166, -2.024], [2.502, 2.501, 3.742], [1.859, 0.349, -0.300], [1.514, 4.170, 2.851], [1.566, -0.320, -2.313], [-0.383, -0.812, 1.632], [4.434, 3.282, 5.198], [4.808, -3.089, -0.184], [-0.092, -5.085, 1.903], [4.597, -1.950, -2.265], [2.366, -5.596, 0.586], [-4.126, 2.878, 2.460], [-1.355, -5.784, 0.296], [3.324, -3.566, -1.691], [-2.963, 3.153, 4.247], [-1.744, -0.332, -0.468], [1.567, -1.777, -0.287], [-1.144, 3.862, -2.291], [4.187, 1.635, 5.827], [-0.373, -3.604, 2.785], [-1.108, 4.338, -1.311], [-0.285, 1.221, -0.067], [-2.145, -5.053, 0.462], [3.733, -2.296, -2.530], [-2.573, -4.383, -0.832], [0.925, 0.622, -2.604], [-5.267, 5.201, -2.787], [-1.992, 3.174, -2.317], [2.940, -4.704, -2.483], [-1.167, 0.414, 0.492], [4.512, -3.862, -0.684], [1.343, -3.968, 0.110], [2.823, 3.510, 1.858], [-1.944, 1.909, 2.525], [-0.696, 2.399, 2.405], [-1.352, -6.363, -2.725], [-0.219, 3.294, -2.446], [-1.688, -3.956, -1.315], [-2.907, 3.089, 2.923], [-0.537, -5.759, -2.330], [-2.448, -4.613, -3.419], [0.580, -1.964, 0.666], [2.042, -3.048, -0.619], [-3.248, 4.603, -4.659], [-2.308, 1.269, 1.174], [-3.545, 4.246, -5.649], [-4.375, 4.605, -2.569], [-1.266, 4.881, -3.262], [3.176, -0.591, -0.954], [-3.578, 5.268, -2.226], [-1.029, -6.769, -3.675], [5.067, 3.776, 2.706], [-3.012, -5.548, 0.883], [-1.482, -1.538, 2.165], [-1.753, 4.415, -4.510], [1.813, 1.781, 3.293], [5.565, 1.988, 4.764], [0.786, -5.886, 0.163], [-1.749, -4.026, 1.383], [4.520, 2.220, 4.964], [-3.507, 5.664, -4.593], [2.135, 2.734, 4.746], [-2.438, 4.233, 2.467], [4.667, 4.781, 2.852], [-3.210, -3.544, -0.555], [2.526, 3.753, 2.885], [0.515, -0.170, 2.531], [5.316, 5.322, 3.538], [-2.623, -5.551, -2.895], [-3.340, -6.138, -3.454], [-0.457, -4.067, 1.810], [-1.974, 0.993, 3.497], [-1.251, 4.995, -5.289], [0.459, -3.342, 0.875], [-3.258, -5.284, -1.645], [3.368, 4.755, 3.420]], "forces_ev_per_angstrom": [[-0.2, 0.1, 0.7], [0.2, -0.4, -0.2], [0.0, 0.0, 0.0], [0.2, 0.0, 0.1], [0.0, 0.0, 0.0], [0.0, 0.1, 0.0], [-0.1, 0.1, -0.1], [0.1, -0.4, 0.0], [0.0, 0.0, 0.0], [-0.1, -0.2, 0.2], [0.0, -0.3, 0.0], [0.0, -0.1, -0.2], [-0.2, 0.1, 0.2], [0.0, 0.0, 0.0], [0.5, -0.7, 0.1], [0.0, -0.1, 1.3], [0.0, 0.0, 0.0], [0.2, -0.2, 0.3], [0.3, -0.1, -0.1], [0.1, 0.2, -0.3], [0.2, -0.2, -0.3], [-0.3, 0.0, -0.2], [0.1, -0.2, 0.0], [0.7, -1.0, -0.7], [0.0, 0.0, 0.2], [0.0, 0.0, -0.1], [-0.6, 0.1, 1.2], [0.1, 0.0, 0.0], [0.0, 0.0, 0.0], [0.0, 0.3, 0.0], [0.0, 0.0, 0.0], [0.4, 0.2, 0.1], [-0.5, 0.4, -0.1], [0.0, 0.2, 0.7], [0.3, 0.2, 0.3], [-1.0, 1.5, -0.3], [0.0, 0.0, 0.0], [0.0, 0.0, 0.0], [-0.4, -0.1, 0.0], [-0.4, -0.4, -0.2], [-0.2, 0.5, 0.1], [0.3, 0.2, -0.5], [0.0, 0.0, 0.0], [-0.3, 0.3, 0.2], [0.1, 0.0, 0.1], [-0.1, 0.4, 0.2], [0.0, 0.0, 0.0], [0.1, 0.0, -0.2], [0.4, -0.3, 0.4], [0.2, 0.1, 0.0], [0.1, 0.1, -0.2], [0.6, 0.1, -1.4], [-0.5, 0.3, 0.3], [-0.1, -0.1, 0.0], [0.3, 0.1, -0.3], [0.0, 0.0, 0.0], [-0.1, 0.0, 0.0], [-0.1, 0.0, 0.0], [0.2, 0.1, 0.1], [0.0, 0.0, 0.0], [0.1, -0.1, -0.2], [0.0, 0.0, 0.0], [0.0, -0.2, 0.1], [-0.3, -0.2, -0.2], [0.1, 0.1, 0.0], [0.0, 0.0, 0.0], [0.0, 0.0, 0.0], [0.0, -0.1, -0.1], [0.1, -0.3, 0.0], [0.0, -0.1, 0.0], [0.0, 0.0, 0.0], [0.0, 0.1, 0.0], [0.0, 0.3, -0.3], [-0.1, 0.1, -0.1], [-0.2, 0.1, 0.0], [-0.1, 0.1, 0.2], [0.5, 0.3, -0.5], [0.0, 0.0, 0.0], [0.0, -0.3, 0.3], [-0.2, 0.0, -0.1], [-0.5, 0.0, 0.4], [0.0, -0.1, -0.1], [0.0, 0.0, 0.0], [0.2, -0.1, -0.2], [0.0, 0.0, -0.2], [0.1, -0.1, 0.0]], "gap_ev": 7.1, "molar_mass_g_mol": 770.58, "homo_ev": -10.66, "de_lowest_kj_mol": 0.0, "spin_multiplicity": 1, "total_charge": 1}